# 1
Below is a molecular structure, C41H30Cl68O7P2S at a distorted geometry, with properties calculated with wB97M-V/def2-TZVPD.

Structure (XYZ):
```
149
Properties=species:S:1:pos:R:3
C 6.3162 -4.6626 1.0439
C 5.9619 -3.5435 -0.1188
C 6.7260 -2.0939 0.1674
C 6.5353 -1.2005 -1.1835
C 5.4330 -0.0038 -1.1211
C 4.3337 -0.0823 0.0822
C 2.8269 0.5083 -0.3418
C 2.6841 1.5910 -1.5827
C 1.2195 2.1926 -2.0063
C 1.1109 3.2772 -3.2310
S 2.3754 2.9697 -4.6200
O 2.4254 1.4505 -4.9638
O 1.8405 3.8083 -5.8410
C -0.1410 1.7247 -1.1689
C -0.0344 0.6345 0.0944
C 1.4511 0.0447 0.4891
C 1.5796 -1.0035 1.7735
C 1.9971 -0.0383 3.0741
C 3.4029 -0.5280 3.7872
C -1.4465 0.2747 0.8709
O -1.5350 -0.0119 2.1859
C -2.8529 0.3112 0.0285
C -4.1566 -0.6444 0.2984
P -4.1553 -1.9985 1.6471
P -5.6002 -3.5024 0.8746
O -7.0966 -3.0610 1.1350
O -5.3733 -5.0833 1.5775
O -5.4234 -3.7102 -0.8743
C -5.5303 -0.4496 -0.6149
C -5.6145 0.7065 -1.8192
C -4.2958 1.6298 -2.1262
C -2.9624 1.4073 -1.1981
C -1.6529 2.3445 -1.5229
O -1.8694 3.5601 -2.0283
H 6.0887 -4.1198 2.0807
H 5.6548 -5.6373 0.9195
H 7.4617 -4.9860 0.9975
H 6.3575 -3.9769 -1.1593
H 4.7946 -3.3825 -0.2662
H 7.8768 -2.3838 0.2997
H 6.4108 -1.5839 1.1705
H 7.5919 -0.6932 -1.4082
H 6.3682 -1.9535 -2.0935
H 6.0336 1.0258 -1.0475
H 4.9150 0.0366 -2.1961
H 4.1312 -1.1463 0.5227
H 4.7088 0.6651 0.9342
H 3.6219 1.9720 -2.2083
H 1.1410 4.3901 -2.8277
H 0.0492 3.1255 -3.7503
H 3.6071 3.5007 -4.1907
H 2.3718 -1.8586 1.5922
H 0.5625 -1.5544 2.0201
H 1.0959 0.0746 3.8416
H 2.2151 1.0597 2.6633
H 4.2777 0.1499 3.3405
H 3.3320 -0.2546 4.9367
H 3.6149 -1.6813 3.6095
H -2.9072 -2.7359 1.6860
H -5.6215 -5.7655 0.8584
H -5.3236 -4.6871 -1.0979
H -6.5148 -1.0857 -0.4716
H -6.6001 0.8634 -2.4398
H -4.3600 2.4329 -2.9907
C 4.4034 -8.9342 -0.2301
Cl 4.4511 -7.3416 -1.0275
Cl 5.4360 -10.0776 -1.1250
Cl 4.9992 -8.7794 1.4419
Cl 2.7273 -9.5382 -0.2098
C -5.7966 -7.9820 -2.2692
Cl -5.0192 -7.1730 -3.6533
Cl -5.4104 -7.0981 -0.7711
Cl -7.5621 -8.0027 -2.5082
Cl -5.1946 -9.6543 -2.1441
C -3.2621 -0.9273 5.4099
Cl -1.4907 -0.7548 5.3252
Cl -4.0324 0.4177 4.5311
Cl -3.7444 -2.4742 4.6692
Cl -3.7808 -0.8976 7.1142
C -1.1621 -0.0234 10.2365
Cl -0.9047 -0.5417 8.5513
Cl 0.3632 -0.1766 11.1446
Cl -1.6992 1.6752 10.2600
Cl -2.4077 -1.0507 10.9900
C -6.5621 -1.0270 10.0508
Cl -5.6027 -2.5141 9.8440
Cl -5.5155 0.2730 10.6746
Cl -7.2449 -0.5373 8.4796
Cl -7.8853 -1.3296 11.2049
C -2.3852 4.4712 3.7546
Cl -1.3190 5.7929 3.2155
Cl -2.2926 4.3188 5.5273
Cl -4.0637 4.8295 3.2762
Cl -1.8657 2.9434 2.9992
C -3.8852 -5.5820 7.9258
Cl -2.9924 -6.3565 6.5926
Cl -5.4774 -6.3612 8.1059
Cl -2.9629 -5.7589 9.4400
Cl -4.1083 -3.8516 7.5650
C 4.8147 2.4877 -8.3438
Cl 4.8624 4.0803 -9.1413
Cl 5.8473 1.3442 -9.2387
Cl 5.4105 2.6425 -6.6718
Cl 3.1387 1.8836 -8.3235
C 1.5148 6.9300 -9.6650
Cl 1.4553 5.3755 -8.7963
Cl 0.3922 8.0819 -8.8985
Cl 3.1712 7.5831 -9.6012
Cl 1.0402 6.6794 -11.3640
C 4.5148 3.6328 4.1708
Cl 5.6812 4.8516 3.5977
Cl 3.8509 2.7442 2.7764
Cl 5.3370 2.4920 5.2650
Cl 3.1899 4.4431 5.0440
C 9.9148 -4.1673 -1.5687
Cl 11.3883 -4.6894 -2.4235
Cl 8.9784 -3.0703 -2.6148
Cl 8.9248 -5.5930 -1.1663
Cl 10.3675 -3.3164 -0.0702
C -8.0853 3.9781 -2.3729
Cl -8.0199 5.1817 -1.0607
Cl -7.2578 2.4880 -1.8538
Cl -9.7857 3.6101 -2.7572
Cl -7.2776 4.6326 -3.8199
C -9.6857 -4.5779 -4.0435
Cl -9.4282 -5.0962 -5.7286
Cl -8.1604 -4.7311 -3.1354
Cl -10.2228 -2.8793 -4.0199
Cl -10.9312 -5.6052 -3.2899
C 0.5688 -0.6909 -10.3797
Cl -0.1363 0.5306 -11.4684
Cl -0.4488 -2.1535 -10.3898
Cl 2.2099 -1.1055 -10.9358
Cl 0.6502 -0.0355 -8.7250
C -0.0312 5.8867 -15.6051
Cl 0.0164 7.4793 -16.4025
Cl 1.0014 4.7432 -16.5000
Cl 0.5646 6.0415 -13.9331
Cl -1.7073 5.2826 -15.5848
C 2.3687 3.4241 11.7337
Cl 2.4341 4.6276 13.0459
Cl 3.1962 1.9339 12.2528
Cl 0.6683 3.0561 11.3495
Cl 3.1764 4.0786 10.2868
C -1.5312 9.7761 3.9775
Cl -0.6384 9.0017 2.6442
Cl -3.1234 8.9970 4.1575
Cl -0.6089 9.5993 5.4916
Cl -1.7542 11.5066 3.6166
```

Results
HOMO-LUMO gap (Ha): 0.2427
Molecular weight (u): 3139.503
HOMO energy (eV): -8.70

# 2
Below is 3 unconnected molecules or ions with the total composition C29H51ClF2N4O13PS at a distorted geometry, with properties calculated with wB97M-V/def2-TZVPD.

Structure (XYZ):
```
102
Properties=species:S:1:pos:R:3
C 2.8144 1.9757 0.9020
C 1.6270 2.0232 0.6948
C 0.2281 1.9364 0.2378
C -0.3050 0.4680 0.2663
C 0.0007 0.0219 1.7273
C -0.7191 -1.2074 2.3428
C -1.3015 -1.0118 3.7780
C -0.3601 -0.2167 4.7249
S 0.0522 -1.2489 6.1498
O 0.8301 -0.5444 7.1066
O 0.7331 -2.3769 5.5955
O -1.3451 -1.7459 6.7496
N -1.8250 0.5050 0.1536
N -2.4497 1.4578 0.9780
C -3.2987 1.0661 2.0824
C -4.6113 1.8871 2.2384
C -5.0927 1.6835 3.7130
C -5.1945 3.0072 4.4955
C -2.3226 0.6661 -1.2570
F -2.0968 1.8776 -1.7927
P -4.2186 0.4788 -1.3314
N -5.0019 1.7835 -1.0969
O -4.6333 -0.7195 -0.3357
O -4.5885 -0.0490 -2.8136
C -1.7799 -0.5493 -2.0449
N -0.7002 -1.2928 -1.3736
C -0.3459 -2.3575 -2.2871
O -1.2402 -3.4547 -2.0364
C -1.9406 -3.8564 -3.2044
C -3.0935 -4.7709 -2.7579
C 0.3768 -0.4208 -0.8661
C 0.8228 0.4399 -2.1244
C 2.2123 1.0427 -2.1704
O 3.2507 0.5018 -2.3498
F 2.2726 2.4151 -2.1335
C 1.6602 -1.1619 -0.4145
C 1.6708 -2.3945 0.5182
C 0.5829 -3.4628 0.4546
Cl 3.2315 -3.2727 0.1315
H 3.7614 1.8439 1.3916
H 0.0547 2.4618 -0.7034
H -0.2785 2.5453 0.9985
H -0.2472 0.8956 2.3468
H 1.0660 -0.1203 1.9048
H 0.0259 -1.9874 2.5218
H -1.4990 -1.6992 1.7442
H -2.3378 -0.6776 3.7907
H -1.3382 -2.0291 4.1890
H 0.5976 0.0686 4.2936
H -0.9334 0.6284 5.1219
H -1.1662 -2.1809 7.5995
H -2.2487 -0.4016 0.4073
H -2.4332 2.4143 0.6727
H -3.5877 0.0096 2.1312
H -2.7619 1.2639 3.0231
H -4.4181 2.9433 2.0235
H -5.4129 1.5057 1.6051
H -4.4201 1.0067 4.2576
H -6.0712 1.1943 3.6821
H -6.1104 3.5166 4.1802
H -4.3083 3.6394 4.3963
H -5.3239 2.7846 5.5609
H -4.3745 2.5540 -0.8904
H -5.3892 -0.4204 0.1932
H -4.7594 -1.0040 -2.7407
H -2.5911 -1.2845 -2.1252
H -1.5536 -0.2651 -3.0839
H 0.6654 -2.7627 -2.2008
H -0.4938 -2.1095 -3.3533
H -2.4139 -3.0090 -3.7298
H -1.3142 -4.4078 -3.9184
H -3.6861 -5.1041 -3.6122
H -2.7008 -5.6045 -2.1711
H -3.7413 -4.1877 -2.0891
H 0.7757 -0.1481 -3.0504
H 0.1410 1.2720 -2.3306
H 2.1554 -1.4850 -1.3351
H 2.3127 -0.4141 0.0441
H 1.8521 -2.0646 1.5433
H -0.4449 -3.1034 0.4845
H 0.6986 -4.0510 -0.4611
H 0.7537 -4.1737 1.2701
C 8.5770 2.0877 0.7222
C 7.3992 1.9737 -0.2158
O 6.3612 1.5092 0.6515
C 6.6850 1.8756 1.9163
O 5.9432 1.7845 2.8414
O 7.9468 2.3540 1.9798
H 9.2560 2.8924 0.4510
H 9.1427 1.1577 0.8014
H 7.1035 2.9365 -0.6372
H 7.5710 1.2709 -1.0276
C 4.3189 1.2690 -6.1523
C 2.9721 1.2539 -5.4718
O 2.0954 1.7146 -6.4973
C 2.6895 1.4535 -7.6972
O 2.1535 1.5601 -8.7464
O 3.9763 1.0521 -7.5213
H 4.9835 0.4882 -5.7897
H 4.8225 2.2335 -6.0617
H 2.6668 0.2472 -5.1716
H 2.9331 1.9103 -4.6062
```

Results
HOMO-LUMO gap (Ha): 0.3740
Molecular weight (u): 800.232
Total charge: +1
HOMO energy (eV): -12.73

# 3
Below is 2 unconnected molecules or ions with the total composition C4H2O3 at a distorted geometry, with properties calculated with wB97M-V/def2-TZVPD.

Structure (XYZ):
```
9
Properties=species:S:1:pos:R:3
C 0.0465 -1.8906 -0.1858
C -0.8040 -1.0167 0.2245
C 1.7697 1.4658 -0.2407
C -1.5976 0.0156 0.2731
O 0.9097 -2.6400 -0.2430
O 1.1804 0.7318 0.3806
O 2.3898 2.1516 -0.9011
H -1.8457 0.7080 -0.5452
H -2.0488 0.4745 1.2376
```

Results
SMILES: C=C=C=O.O=C=O
HOMO-LUMO gap (Ha): 0.3053
Molecular weight (u): 98.057
HOMO energy (eV): -8.78

Copy entry 3 word for word.
Below is 2 unconnected molecules or ions with the total composition C4H2O3 at a distorted geometry, with properties calculated with wB97M-V/def2-TZVPD.

Structure (XYZ):
```
9
Properties=species:S:1:pos:R:3
C 0.0465 -1.8906 -0.1858
C -0.8040 -1.0167 0.2245
C 1.7697 1.4658 -0.2407
C -1.5976 0.0156 0.2731
O 0.9097 -2.6400 -0.2430
O 1.1804 0.7318 0.3806
O 2.3898 2.1516 -0.9011
H -1.8457 0.7080 -0.5452
H -2.0488 0.4745 1.2376
```

Results
SMILES: C=C=C=O.O=C=O
HOMO-LUMO gap (Ha): 0.3053
Molecular weight (u): 98.057
HOMO energy (eV): -8.78